Entry 1:
The following is a DFT calculation (wB97M-V/def2-TZVPD) of C16H43N9O10Y as an isolated structure.

The gap between HOMO and LUMO comes out at 7.224 eV. For the LUMO energy, the calculation gives -2.796 eV. The total energy is -1919.0234 Ha. The total charge is +1. Its highest occupied orbital energy is -10.0 eV.

Last column: Mulliken charge in e.
Element x y z (Å)
Y (9.62, 9.12, 12.40)  1.813
O (10.79, 11.29, 6.70)  -0.637
O (11.26, 10.64, 11.76)  -0.708
O (11.63, 7.88, 12.84)  -0.773
O (10.94, 12.22, 10.47)  -0.701
O (7.12, 14.28, 14.74)  -0.654
O (8.51, 13.03, 8.22)  -0.262
O (13.83, 10.59, 10.15)  -0.488
O (8.92, 8.00, 10.42)  -0.732
O (9.14, 11.04, 11.02)  -1.142
O (8.19, 10.16, 13.53)  -0.748
N (8.82, 15.61, 15.51)  -0.511
N (7.58, 16.30, 13.78)  -0.359
N (6.13, 10.82, 14.18)  -0.341
N (12.89, 7.74, 14.73)  -0.449
N (13.47, 9.16, 13.02)  -0.179
N (7.42, 12.15, 12.77)  0.070
N (7.95, 14.26, 7.81)  0.036
N (9.13, 7.49, 8.19)  -0.323
N (9.44, 9.65, 8.92)  0.086
C (7.44, 17.07, 7.82)  -0.607
C (12.68, 8.23, 13.47)  0.575
C (8.83, 15.07, 6.99)  1.349
C (12.21, 11.42, 6.71)  -0.626
C (10.20, 15.24, 7.70)  -1.283
C (8.01, 16.34, 6.63)  -1.336
C (14.77, 11.43, 10.82)  -0.504
C (10.43, 11.35, 11.09)  1.284
C (7.94, 15.10, 10.19)  -1.198
C (7.76, 15.28, 14.67)  0.621
C (7.20, 14.77, 8.94)  1.903
C (6.53, 16.10, 8.49)  -1.443
C (9.18, 8.36, 9.16)  0.599
C (7.25, 11.05, 13.50)  0.607
C (6.00, 13.81, 9.27)  -1.896
C (9.10, 14.36, 5.64)  -1.432
H (8.32, 11.99, 12.30)  0.031
H (13.05, 11.17, 10.06)  0.212
H (6.29, 12.95, 9.88)  0.083
H (8.58, 17.06, 6.01)  0.421
H (6.10, 9.94, 14.66)  0.247
H (10.01, 10.04, 8.23)  0.091
H (12.54, 12.25, 6.07)  0.313
H (10.34, 12.10, 7.06)  0.273
H (14.85, 11.12, 11.88)  0.108
H (9.17, 7.66, 7.20)  0.224
H (10.57, 14.25, 8.05)  0.150
H (6.59, 16.42, 13.64)  0.244
H (8.87, 10.33, 9.40)  0.014
H (5.66, 13.58, 8.28)  0.616
H (14.03, 9.75, 13.63)  0.243
H (8.09, 14.14, 5.25)  0.403
H (15.71, 11.36, 10.32)  0.271
H (8.23, 17.52, 8.35)  0.383
H (9.66, 15.05, 4.95)  0.347
H (5.27, 11.33, 14.11)  0.202
H (12.75, 10.59, 6.36)  0.336
H (12.47, 6.82, 14.93)  0.288
H (9.66, 13.52, 5.92)  0.250
H (5.74, 15.87, 7.80)  0.462
H (6.79, 17.94, 7.51)  0.368
H (9.48, 16.30, 15.20)  0.204
H (13.77, 7.83, 15.25)  0.210
H (9.10, 6.54, 8.57)  0.281
H (12.49, 11.80, 7.68)  0.174
H (6.01, 16.49, 9.39)  0.353
H (8.80, 14.46, 10.38)  0.128
H (8.31, 16.12, 10.32)  0.211
H (7.00, 13.05, 12.92)  0.217
H (9.17, 13.17, 8.92)  0.190
H (13.13, 9.66, 12.16)  0.291
H (10.87, 15.75, 7.00)  0.510
H (7.17, 15.97, 6.07)  0.431
H (8.14, 17.12, 13.81)  0.182
H (9.29, 14.79, 15.98)  0.257
H (5.30, 14.42, 9.81)  0.450
H (14.44, 12.44, 10.74)  0.285
H (10.13, 15.89, 8.61)  0.247
H (7.21, 14.87, 11.01)  0.185

Entry 2:
The following is a DFT calculation (wB97M-V/def2-TZVPD) of a 10-piece molecular cluster, C24H74N6O10 overall.

The gap between HOMO and LUMO comes out at 9.414 eV. For the LUMO energy, the calculation gives 0.508 eV. The total energy is -2039.5855 Ha. The structure (SMILES) is COC[C@H](C)N.COC[C@H](C)N.COC[C@H](C)N.COC[C@H](C)N.COC[C@H](C)N.COC[C@H](C)N.O.O.O.O. The total charge is 0. Its highest occupied orbital energy is -8.9 eV. For the energy above the lowest of the compared OMol25 structures with the same formula, charge and spin, the calculation gives 45.1 kcal per mole.

Last column: Mulliken charge in e.
Element x y z (Å)
O (9.57, 7.05, 12.00)  -0.314
O (13.80, 10.49, 10.89)  -0.225
O (15.85, 11.77, 14.76)  -0.621
O (16.01, 9.76, 12.76)  0.309
O (15.01, 12.54, 9.82)  -0.058
O (20.04, 12.96, 13.17)  -0.443
O (12.82, 13.60, 16.59)  -0.367
O (15.82, 6.98, 10.94)  -0.670
O (19.74, 9.67, 10.88)  -0.219
O (13.81, 7.52, 17.00)  -0.398
N (14.26, 13.96, 14.40)  -0.646
N (21.65, 15.20, 12.02)  -0.774
N (15.41, 13.42, 7.23)  -0.711
N (12.80, 7.69, 10.41)  -0.601
N (17.99, 7.28, 8.68)  -0.510
N (16.63, 8.52, 16.59)  -0.631
C (18.88, 8.54, 10.64)  -0.057
C (21.07, 14.06, 11.21)  0.273
C (18.52, 8.56, 9.13)  0.403
C (17.44, 9.59, 8.90)  -0.948
C (12.47, 12.81, 13.07)  -1.218
C (14.29, 13.60, 9.29)  -0.893
C (14.17, 8.31, 15.88)  0.389
C (22.09, 13.02, 10.74)  -1.288
C (18.90, 12.26, 13.69)  -0.273
C (15.87, 12.92, 10.91)  0.240
C (12.82, 13.66, 14.25)  0.592
C (15.16, 14.36, 8.23)  1.038
C (12.29, 12.99, 17.78)  -0.665
C (10.41, 7.61, 11.01)  -0.786
C (12.47, 7.76, 17.37)  -0.628
C (12.13, 8.55, 12.63)  -0.974
C (12.38, 12.92, 15.48)  -0.976
C (15.70, 7.99, 15.59)  1.424
C (11.87, 7.48, 11.56)  0.654
C (8.23, 7.29, 11.70)  -0.756
C (16.02, 6.46, 15.40)  -1.567
C (20.48, 9.56, 12.07)  -0.691
C (19.83, 13.36, 11.83)  -0.236
C (14.46, 15.51, 7.67)  -1.746
H (11.48, 12.41, 13.16)  0.564
H (11.88, 9.50, 12.17)  0.342
H (18.55, 11.59, 12.89)  -0.194
H (13.25, 8.72, 12.88)  -0.224
H (15.29, 13.22, 11.82)  -0.403
H (21.20, 8.80, 11.99)  0.418
H (13.17, 11.95, 13.05)  0.143
H (15.26, 12.53, 14.71)  0.338
H (21.72, 14.79, 12.98)  0.316
H (11.74, 8.23, 13.59)  0.410
H (13.41, 13.25, 8.78)  0.371
H (15.04, 15.99, 6.94)  0.461
H (8.00, 8.36, 11.52)  0.335
H (19.59, 12.48, 11.25)  0.037
H (14.31, 10.91, 10.15)  0.084
H (15.69, 11.39, 15.60)  0.238
H (16.16, 8.59, 17.53)  0.299
H (12.31, 8.79, 17.74)  0.169
H (20.77, 14.47, 10.27)  0.391
H (17.38, 7.48, 7.94)  0.232
H (12.64, 13.45, 12.24)  0.165
H (19.43, 7.55, 10.83)  0.390
H (11.18, 12.94, 17.72)  0.304
H (13.57, 15.27, 7.02)  0.342
H (15.34, 6.01, 14.70)  0.340
H (18.02, 8.57, 11.26)  -0.442
H (16.67, 13.63, 10.64)  0.404
H (10.09, 8.61, 10.89)  0.402
H (16.36, 12.00, 11.23)  -0.426
H (10.30, 7.08, 10.05)  0.366
H (15.94, 10.56, 13.33)  -0.106
H (13.76, 7.49, 10.65)  0.054
H (12.17, 7.10, 18.19)  0.282
H (18.90, 13.91, 11.84)  0.359
H (16.94, 9.42, 16.31)  0.262
H (19.47, 8.96, 8.76)  0.325
H (14.14, 9.40, 16.14)  0.031
H (12.61, 13.56, 18.64)  0.290
H (13.49, 8.10, 15.01)  -0.145
H (12.10, 6.50, 11.99)  0.398
H (16.48, 9.16, 9.28)  0.146
H (15.24, 9.83, 12.19)  -0.001
H (12.19, 14.57, 14.23)  0.310
H (16.08, 14.73, 8.73)  0.018
H (12.50, 7.15, 9.62)  0.228
H (22.83, 13.63, 10.18)  0.381
H (15.94, 8.52, 14.72)  -0.715
H (18.78, 6.75, 8.35)  0.242
H (22.53, 12.44, 11.55)  0.237
H (12.66, 11.87, 15.42)  0.216
H (14.27, 16.25, 8.39)  0.402
H (18.12, 12.93, 14.00)  0.399
H (14.63, 14.36, 13.58)  0.157
H (13.54, 9.58, 10.61)  0.401
H (17.24, 9.90, 7.86)  0.387
H (17.62, 10.42, 9.54)  0.023
H (20.93, 10.52, 12.26)  0.065
H (12.74, 12.02, 17.97)  0.205
H (11.84, 7.61, 16.52)  0.280
H (16.15, 13.67, 6.60)  0.262
H (7.79, 7.07, 12.66)  0.271
H (14.00, 14.34, 10.11)  0.216
H (16.42, 6.66, 10.23)  0.315
H (16.35, 7.60, 11.44)  0.185
H (19.35, 11.66, 14.52)  0.236
H (7.75, 6.71, 10.84)  0.245
H (11.26, 12.92, 15.55)  0.550
H (15.93, 6.07, 16.40)  0.411
H (21.57, 12.34, 10.04)  0.284
H (14.39, 14.59, 15.19)  0.241
H (17.07, 6.35, 15.01)  0.338
H (15.63, 12.49, 7.65)  0.155
H (19.82, 9.53, 12.90)  0.276
H (21.02, 15.92, 12.19)  0.277

Entry 3:
The following is a DFT calculation (wB97M-V/def2-TZVPD) of C27H42BN9O8SSe3TeY as an isolated structure.

The gap between HOMO and LUMO comes out at 6.260 eV. For the LUMO energy, the calculation gives 1.872 eV. The total energy is -10082.7645 Ha. The total charge is -1. Its highest occupied orbital energy is -4.4 eV. For the energy above the lowest of the compared OMol25 structures with the same formula, charge and spin, the calculation gives 43.3 kcal per mole.

Last column: Mulliken charge in e.
Element x y z (Å)
Te (-2.88, 4.26, -4.09)  -0.479
Y (0.24, 1.71, -0.83)  -0.536
Se (-2.54, 1.33, -1.46)  -0.003
Se (-4.40, 0.50, -2.57)  -0.606
Se (-1.25, 2.57, -3.15)  -0.458
S (2.80, 3.49, 3.42)  -0.414
O (2.46, 3.43, -3.65)  -0.718
O (-6.46, -2.56, 1.91)  -0.738
O (-0.86, 3.50, 0.17)  -0.083
O (1.29, -0.14, 2.16)  0.514
O (2.01, 1.67, -2.47)  -0.394
O (1.71, 3.58, -1.61)  -0.594
O (1.81, -1.20, 0.25)  0.391
O (-6.70, -2.42, -1.86)  -0.529
N (1.86, 2.67, 1.13)  0.442
N (-2.74, 4.58, -0.48)  -0.392
N (0.24, 3.40, 2.66)  -0.293
N (2.08, 2.92, -2.63)  1.022
N (-0.67, 5.36, -1.14)  -0.372
N (-2.44, -0.02, 1.63)  0.164
N (-0.21, -3.09, -3.71)  -0.206
N (-0.09, -0.80, -2.51)  0.991
N (-6.10, -1.24, 0.09)  0.074
C (6.00, 2.16, 1.33)  -0.557
C (1.43, -2.03, 3.61)  -2.178
C (-2.79, -1.36, 3.57)  -0.999
C (2.03, -3.38, 1.18)  -2.256
C (3.93, 2.87, 2.25)  0.774
C (4.01, -1.91, 0.86)  -2.095
C (-0.81, -1.79, -1.68)  1.102
C (3.24, 2.47, 1.09)  -0.762
C (-7.18, -1.74, -0.72)  -0.483
C (1.26, -1.31, -2.80)  -0.013
C (2.18, -1.19, 2.58)  2.274
C (-0.86, -2.05, -4.51)  -0.953
C (-5.78, -1.75, 1.30)  0.719
C (-2.02, -0.51, 2.80)  -0.439
C (3.37, -0.53, 3.26)  -1.939
C (1.18, -2.69, -3.50)  -0.908
C (1.50, 3.16, 2.28)  0.322
C (2.53, -1.94, 1.25)  1.559
C (5.30, 2.73, 2.38)  -0.497
C (-3.64, -0.38, 1.20)  -0.110
C (3.96, 1.89, 0.06)  -0.243
C (-4.47, -1.26, 1.88)  0.094
C (-0.88, -3.15, -2.41)  -0.918
C (-4.04, -1.75, 3.10)  -0.531
C (-1.41, 4.44, -0.50)  0.034
C (5.33, 1.74, 0.19)  -0.838
C (-0.81, -0.68, -3.80)  -0.690
B (1.07, -0.15, 0.79)  0.956
H (-0.46, 3.44, 1.93)  0.190
H (-4.67, -2.44, 3.64)  0.488
H (5.80, 3.04, 3.29)  0.408
H (-1.92, -3.44, -2.58)  0.322
H (-1.03, -0.20, 3.11)  0.751
H (-7.82, -0.91, -1.01)  0.264
H (0.28, 5.08, -1.33)  0.262
H (4.08, -1.27, 3.64)  0.413
H (5.89, 1.29, -0.62)  0.427
H (-1.90, -2.36, -4.69)  0.342
H (0.08, 3.92, 3.50)  0.247
H (-6.09, -1.84, -2.33)  0.265
H (-3.93, 0.03, 0.24)  -0.475
H (-3.21, 3.72, -0.23)  0.243
H (-1.13, 5.81, -1.93)  0.299
H (0.51, -2.45, 3.20)  0.337
H (-0.28, 0.06, -4.40)  0.604
H (-1.81, -0.31, -3.61)  0.090
H (3.46, 1.54, -0.83)  0.421
H (3.01, 0.07, 4.10)  0.501
H (0.95, -3.43, 1.31)  0.309
H (1.76, -0.57, -3.44)  0.641
H (1.81, -1.37, -1.87)  -0.547
H (-7.74, -2.46, -0.13)  0.417
H (7.08, 2.03, 1.41)  0.365
H (4.62, -2.45, 1.59)  0.360
H (4.12, -2.40, -0.11)  0.532
H (-0.27, -1.87, -0.73)  -0.843
H (2.05, -2.85, 3.99)  0.383
H (1.68, -2.68, -4.47)  0.312
H (-1.80, -1.40, -1.47)  -0.125
H (-2.41, -1.73, 4.51)  0.436
H (4.37, -0.89, 0.78)  0.259
H (1.67, -3.46, -2.89)  0.343
H (1.16, -1.40, 4.46)  0.500
H (-0.41, -3.94, -1.82)  0.361
H (-3.15, 5.03, -1.30)  0.233
H (-5.46, -0.62, -0.39)  0.214
H (-0.36, -2.02, -5.48)  0.285
H (3.90, 0.14, 2.58)  0.069
H (2.50, -4.01, 1.93)  0.443
H (2.26, -3.79, 0.19)  0.447

Entry 4:
The following is a DFT calculation (wB97M-V/def2-TZVPD) of C15H18Br33INO3 as an isolated structure.

The gap between HOMO and LUMO comes out at 5.650 eV. For the LUMO energy, the calculation gives 0.686 eV. The total energy is -86102.9233 Ha. The total charge is -1. Its highest occupied orbital energy is -5.0 eV.

Last column: Mulliken charge in e.
Element x y z (Å)
I (3.93, -2.29, -0.56)  0.280
Br (1.65, 4.24, 5.50)  -0.017
Br (3.26, -1.94, 8.98)  -0.059
Br (-4.50, 4.92, 5.31)  0.026
Br (-8.94, 8.35, 7.56)  -0.003
Br (-11.22, 7.38, 5.58)  -0.015
Br (-0.61, -4.48, -2.86)  0.013
Br (-3.30, -0.08, 0.11)  -0.004
Br (-7.34, 4.09, 6.44)  -0.033
Br (1.49, -1.36, -7.54)  0.022
Br (-3.76, -3.03, -0.94)  -0.014
Br (-4.15, -6.30, -10.29)  -0.030
Br (-0.61, 7.63, 2.65)  -0.018
Br (0.59, 3.06, 2.75)  0.062
Br (4.51, -2.30, 2.79)  -0.029
Br (3.23, -1.95, 5.69)  0.004
Br (-5.09, 5.15, 8.42)  0.009
Br (0.21, -1.18, 8.61)  -0.004
Br (-3.78, 7.79, 2.55)  -0.042
Br (1.76, 1.21, -1.64)  -0.119
Br (-0.68, -7.44, -3.96)  -0.026
Br (-5.27, -0.60, -2.32)  -0.034
Br (-0.13, -1.30, -2.18)  0.220
Br (-1.93, -4.06, -9.95)  0.013
Br (-1.28, 1.63, -2.45)  -0.021
Br (2.32, -0.05, 3.37)  0.060
Br (4.33, 0.01, -7.89)  -0.040
Br (-1.45, 3.68, 5.10)  0.077
Br (-1.17, -7.11, -9.55)  0.000
Br (-2.36, -5.16, -5.41)  -0.037
Br (-8.35, 8.11, 4.46)  0.024
Br (2.40, 1.10, 8.77)  0.015
Br (2.60, 0.57, -5.29)  0.048
Br (-2.25, 5.40, 1.11)  0.033
O (3.09, -3.84, -4.36)  -0.759
O (6.77, -1.35, -2.21)  -0.348
O (3.14, -4.67, -2.26)  -0.720
N (4.82, -1.97, -3.46)  -0.201
C (5.66, -0.92, -2.95)  -0.543
C (-0.03, 0.49, -1.54)  -0.333
C (-0.76, -5.58, -4.39)  -0.349
C (-2.24, 6.63, 2.57)  0.195
C (-5.45, 4.19, 6.80)  -0.349
C (0.34, 3.13, 4.65)  -0.314
C (-2.54, -5.78, -9.37)  0.119
C (1.89, -0.65, 9.36)  -0.360
C (-9.34, 7.41, 5.94)  0.180
C (7.19, -2.67, -2.39)  -0.700
C (3.65, -2.39, -2.68)  -0.188
C (-3.68, -1.18, -1.42)  0.112
C (2.56, 0.19, -7.17)  -0.416
C (2.95, -1.82, 3.79)  -0.405
C (3.27, -3.82, -3.12)  0.604
H (-5.11, 3.18, 6.95)  0.355
H (-2.86, -1.06, -2.11)  -0.138
H (5.13, -0.21, -2.33)  0.286
H (0.09, -5.35, -5.02)  0.354
H (6.03, -0.38, -3.80)  0.437
H (0.48, 2.13, 5.03)  0.256
H (1.77, -0.61, 10.43)  0.351
H (8.11, -2.77, -1.84)  0.264
H (-2.29, 6.04, 3.48)  -0.259
H (2.09, 1.02, -7.66)  0.366
H (6.49, -3.38, -1.99)  0.258
H (4.43, -1.61, -4.31)  0.139
H (-0.31, 0.46, -0.50)  0.326
H (-2.78, -5.71, -8.33)  -0.124
H (2.79, -1.79, -2.90)  0.041
H (7.38, -2.91, -3.41)  0.305
H (-9.02, 6.39, 6.08)  -0.195
H (2.17, -2.52, 3.53)  0.388